Record 1
DFT (ωB97M-V with the def2-TZVPD basis set) results for a structure of composition C7H28InN14O7 in a non-equilibrium geometry.

Geometry as XYZ:
```
57
Properties=species:S:1:pos:R:3:forces:R:3:mulliken_charge:R:1
In 0.41850 0.20844 -0.94194 -0.605 0.529 2.181 2.155
C 3.46071 -2.27967 -0.85321 0.156 0.711 -0.639 0.332
O 2.53050 -1.47938 -0.61433 -0.908 0.592 0.557 -0.464
N 4.49285 -1.93730 -1.66111 -0.701 -0.233 0.140 -0.416
N 3.50440 -3.51759 -0.33258 0.266 -0.105 -0.101 -0.307
H 4.44297 -1.01912 -2.06786 0.236 -0.101 -0.240 0.212
H 5.06949 -2.65835 -2.06077 0.354 0.298 -0.052 0.229
H 4.36486 -4.02513 -0.46391 -0.055 -0.181 0.280 0.222
H 2.91885 -3.79260 0.43632 -0.183 0.128 -0.085 0.214
C -0.13558 2.18666 2.27437 -0.442 -0.962 -1.258 0.671
O 0.51334 1.83238 1.27252 0.613 0.038 -0.742 -0.453
N -0.89086 3.31078 2.27105 -0.608 0.135 1.312 -0.490
N -0.27400 1.40044 3.36868 0.047 0.691 -0.646 -0.363
H -0.81731 4.10681 1.66071 0.560 -0.304 -0.346 0.266
H -1.25687 3.52799 3.18741 -0.085 0.491 -0.159 0.155
H 0.41008 0.67956 3.48605 -0.249 -0.258 0.205 0.056
H -0.93089 1.67574 4.07674 0.334 -0.292 0.450 0.202
C -2.89626 2.32448 -1.06660 -1.798 -0.562 0.777 0.402
O -1.79051 1.95766 -1.48455 0.851 -0.234 -0.218 -0.536
N -4.05852 2.01564 -1.71989 1.693 -0.122 -0.099 -0.415
N -3.09099 2.98206 0.10157 0.878 -0.043 0.241 -0.256
H -4.93728 2.35622 -1.37445 -0.219 0.092 -0.513 0.203
H -3.87114 1.73020 -2.66943 -0.841 0.016 -0.131 0.262
H -3.98768 3.29957 0.42743 -0.138 -0.076 -0.222 0.244
H -2.38697 2.84717 0.81145 0.088 0.172 0.001 0.201
C 0.87724 3.94575 -1.51354 -0.899 0.302 1.933 0.774
O 1.01001 2.72309 -1.76915 0.267 -1.981 -0.569 -0.666
N 1.88372 4.61563 -0.93128 0.481 -0.698 -0.404 -0.401
N -0.28558 4.60718 -1.61913 -0.534 0.493 -0.312 -0.304
H 2.72719 4.07593 -0.82622 0.159 0.317 0.068 0.217
H 1.85575 5.56955 -0.61781 -0.035 0.074 -0.195 0.193
H -0.33701 5.61076 -1.54318 0.351 0.020 0.020 0.205
H -1.15722 4.19757 -1.90676 0.384 -0.635 -0.219 0.168
C 1.27114 -1.94060 2.34065 0.071 0.120 1.181 0.454
O 0.87764 -1.12779 1.49611 -0.500 0.080 -0.588 -0.413
N 0.93243 -3.25046 2.40928 0.046 0.210 -1.016 -0.416
N 1.97212 -1.50729 3.42757 0.020 0.337 -0.228 -0.400
H 0.36507 -3.62942 1.66987 0.049 -0.165 0.080 0.255
H 1.25998 -3.83798 3.15504 -0.142 -0.105 0.029 0.185
H 2.52723 -2.10679 4.01403 -0.118 -0.061 0.073 0.210
H 2.13670 -0.51944 3.49293 0.466 -0.047 -0.152 0.200
C 0.64084 -3.07623 -3.27916 0.477 0.203 -0.356 0.612
O 0.61665 -1.93313 -2.77822 -0.158 1.390 0.734 -0.668
N 1.80250 -3.74828 -3.43185 -0.960 -0.587 -0.022 -0.288
N -0.45990 -3.67860 -3.77930 0.158 0.364 0.450 -0.416
H 1.70384 -4.66169 -3.84135 0.641 -0.038 -0.086 0.178
H 2.70749 -3.40043 -3.18508 -0.098 0.206 0.128 0.215
H -0.37905 -4.56017 -4.25526 -0.211 0.054 -0.179 0.186
H -1.21753 -3.05849 -4.00994 -0.193 -0.247 0.031 0.249
C -2.65246 -0.65626 1.13435 0.366 -0.479 1.167 0.418
O -1.72455 -0.00816 0.60119 0.687 0.746 -1.144 -0.214
N -3.94422 -0.49899 0.80251 0.482 0.201 -0.582 -0.317
N -2.39075 -1.45190 2.19480 -0.366 -0.700 0.036 -0.328
H -4.66311 -1.13606 1.09946 -0.111 0.169 0.147 0.205
H -4.13539 0.19479 0.09708 -0.190 -0.328 -0.265 0.196
H -1.54184 -1.39700 2.72726 0.327 0.134 -0.523 0.185
H -3.08062 -2.08778 2.56143 -0.164 0.230 0.070 0.199
```
Positions in Å, forces in eV/Å.

Values from the calculation:
* E_LUMO: -0.4786 Ha
* molar mass: 535.2 g mol⁻¹
* max |F|: 2.32 eV Å⁻¹
* energy: -48060.9435 eV
* multiplicity: 1
* ΔE to the lowest compared entry with this formula, charge and spin: 0.0550 eV
* charge: +3



Record 2
DFT (ωB97M-V with the def2-TZVPD basis set) results for a cluster of 8 separate species, C50H62BrI3N9OPS2 in total in a non-equilibrium geometry.

Geometry as XYZ:
```
129
Properties=species:S:1:pos:R:3:forces:R:3:mulliken_charge:R:1
C 0.77720 -5.65586 -3.55942 -0.029 0.150 0.355 -0.749
C 0.36594 -5.96526 -2.04491 0.075 0.371 -0.941 -0.404
S 0.98755 -4.57653 -0.98277 -0.391 -0.357 0.099 -0.074
C -0.02607 -3.10032 -1.47424 -0.356 0.003 -0.254 -1.340
C -0.10833 -2.18899 -0.21250 -0.369 1.148 0.865 -1.425
C 0.93698 -1.16544 0.00614 -0.693 0.256 0.749 1.198
C 0.96215 -0.21445 1.12396 -2.844 -1.952 0.659 -0.954
C -0.14691 -0.37240 2.10860 -1.157 -1.518 -1.370 0.445
N -0.26930 0.43078 3.30781 1.127 -0.656 -0.856 -0.256
C -1.19420 -1.41696 1.90616 1.749 -0.015 -1.728 -0.733
I -2.75711 -1.62852 3.40254 0.993 0.186 -0.750 -0.031
C -1.21229 -2.33702 0.75186 1.340 2.084 1.302 0.992
P -2.46578 -3.68257 0.42145 0.177 -0.694 -1.151 0.117
C -2.00129 -5.08655 1.61635 0.340 0.248 -0.042 -0.481
O -4.05375 -3.12897 0.77391 1.248 -0.739 0.625 -0.220
N 1.92946 0.82920 1.37541 0.950 -1.692 -1.256 1.077
C 2.74234 0.58580 2.58877 -1.094 -0.126 0.909 -1.122
I 4.81343 -0.04802 2.14101 -0.565 -0.215 0.092 0.087
C 2.71766 1.75145 3.67887 1.769 -0.226 0.545 -0.046
C 4.12491 2.45154 3.94919 -1.221 0.788 0.823 -1.509
I 1.29627 3.34430 3.32135 0.183 -0.581 -0.716 -0.064
C 2.68614 1.26540 0.22421 1.772 2.875 -1.990 -1.596
C 3.31224 2.60928 0.29874 0.567 -0.851 -2.302 0.128
C 4.08111 3.16090 -0.83063 -0.510 -1.521 -0.231 -1.108
C 4.27144 2.44243 -2.08909 -1.690 -1.787 2.221 -1.681
C 3.67853 1.08535 -2.17615 0.349 1.875 1.036 0.338
C 3.88631 0.33389 -3.52314 0.316 0.099 1.073 -1.124
Br 2.06921 0.18337 -4.37716 0.631 0.027 -0.054 -0.162
C 4.62619 -1.05454 -3.41039 -0.506 -0.971 -1.226 0.100
C 6.03774 -1.03584 -4.14593 -0.549 0.266 0.427 -1.108
C 2.92281 0.54473 -1.02650 0.054 0.777 0.136 2.351
S 2.26196 -1.12642 -1.22296 -0.200 0.667 0.864 -0.091
H 1.41625 -4.73151 -3.54213 -0.527 -0.951 -0.204 0.111
H -0.11604 -5.42852 -4.19806 0.777 -0.361 0.555 0.247
H 1.38307 -6.48329 -4.02004 -0.730 0.738 0.441 0.291
H -0.74261 -6.09240 -1.91415 1.021 0.219 -0.132 0.242
H 0.85865 -6.90354 -1.67655 -0.348 1.024 -0.180 0.393
H -1.02740 -3.49860 -1.79515 0.807 0.558 0.660 0.575
H 0.39097 -2.56239 -2.37490 -0.148 -0.461 1.136 0.607
H -0.02533 -0.18937 4.08645 -0.478 0.559 -0.027 0.337
H -1.21000 0.80917 3.41232 0.331 -0.291 0.101 0.329
H -2.63362 -5.10412 2.53941 0.625 -0.135 -0.744 -0.230
H -0.90380 -4.99644 1.86358 -1.174 0.087 -0.085 0.307
H -2.08442 -6.03405 1.00904 -0.246 0.969 0.799 0.410
H -4.59548 -3.94050 0.69654 0.133 0.620 -0.110 0.270
H 2.29790 -0.32489 3.08212 0.613 0.996 -0.587 0.832
H 2.43533 1.28407 4.66626 -0.038 0.554 -1.183 0.556
H 3.88864 3.35173 4.59419 0.395 -0.945 -0.625 0.393
H 4.61982 2.83741 3.02528 -0.299 -0.605 0.779 0.375
H 4.75962 1.78020 4.57784 -0.291 0.500 -0.901 0.444
H 3.25462 3.26724 1.19245 -0.209 -0.842 -0.718 0.106
H 4.55160 4.17091 -0.73780 -0.626 -0.962 0.113 0.503
H 4.83177 2.85804 -2.96711 -0.685 -0.367 1.035 0.581
H 4.46669 0.98723 -4.22865 -0.769 -0.551 0.757 0.516
H 4.67293 -1.47045 -2.36582 0.109 0.809 -0.933 0.355
H 3.99679 -1.79585 -3.98917 0.586 0.697 0.810 0.209
H 6.75309 -1.73241 -3.62741 -0.629 0.802 -0.641 0.303
H 6.40836 0.02163 -4.11769 0.126 -1.012 0.000 0.212
H 5.92566 -1.33395 -5.22794 0.139 0.304 1.186 0.318
C -8.11478 -0.34460 -1.08475 -0.016 0.247 0.075 -0.532
C -8.45966 -1.50100 -0.33986 -0.014 -0.103 0.150 -0.510
C -7.35612 -1.85592 0.39510 0.091 -0.039 -0.023 -0.520
N -6.35909 -0.96142 0.11755 -0.064 0.068 0.030 0.103
C -6.81541 -0.03453 -0.77812 0.076 0.030 0.003 -0.443
H -8.74782 0.19943 -1.76819 0.042 -0.043 0.025 0.469
H -9.40842 -2.01497 -0.34212 0.054 0.028 0.003 0.391
H -7.19456 -2.66652 1.08781 -0.038 0.042 -0.035 0.477
H -5.43336 -0.98170 0.51215 -0.062 -0.138 -0.056 0.170
H -6.17616 0.76312 -1.12140 -0.055 -0.045 -0.016 0.413
C 1.46287 3.89699 7.72722 -0.021 -0.020 -0.143 -0.336
C 1.30437 4.76314 8.84024 -0.025 0.107 0.108 -0.547
C 0.76291 5.93272 8.37340 -0.003 0.090 0.010 -0.501
N 0.59233 5.80812 7.02035 0.022 -0.103 0.120 -0.001
C 1.01172 4.56805 6.61869 -0.054 0.069 -0.112 0.173
H 1.86169 2.89417 7.73819 -0.028 0.046 0.002 0.400
H 1.55822 4.55196 9.86732 -0.021 0.024 -0.056 0.386
H 0.48597 6.84083 8.88453 0.036 -0.065 -0.001 0.385
H 0.21651 6.51758 6.41542 0.033 -0.076 0.069 0.193
H 0.95483 4.27001 5.57895 -0.003 0.197 0.704 -0.169
C -4.61266 -7.56013 5.46748 0.145 0.005 -0.038 -0.528
C -5.98426 -7.19925 5.42720 -0.122 0.077 -0.036 -0.397
C -6.06244 -5.95274 4.86188 -0.057 0.052 0.001 -0.514
N -4.79004 -5.54487 4.56315 -0.019 -0.087 -0.028 0.107
C -3.90100 -6.52159 4.92471 0.076 0.026 0.011 -0.349
H -4.19508 -8.47818 5.85022 -0.017 0.056 -0.025 0.397
H -6.81950 -7.78774 5.77323 0.044 0.041 -0.024 0.386
H -6.91019 -5.32168 4.64782 0.032 -0.052 0.036 0.375
H -4.54640 -4.66504 4.14279 -0.008 -0.023 0.036 0.137
H -2.84215 -6.39218 4.76604 -0.051 -0.030 0.043 0.364
C 4.37541 8.38998 1.72413 0.100 -0.026 0.108 -0.456
C 3.26202 8.34728 0.84582 -0.123 -0.032 -0.078 -0.505
C 2.45550 7.31750 1.25876 -0.037 -0.071 -0.021 -0.369
N 3.04139 6.73433 2.34961 0.039 0.107 -0.010 0.132
C 4.20916 7.38516 2.64290 0.032 -0.059 0.022 -0.518
H 5.20392 9.08000 1.68746 -0.048 -0.039 0.011 0.403
H 3.07322 8.99827 0.00647 0.001 -0.037 0.051 0.409
H 1.51877 6.94940 0.87123 0.059 0.029 -0.005 0.384
H 2.67024 5.94854 2.85756 0.024 0.001 -0.033 0.097
H 4.81953 7.07679 3.47672 -0.017 0.036 -0.052 0.388
C -7.83853 -2.18980 -3.91536 -0.101 -0.198 0.041 0.200
C -7.18992 -1.47270 -4.95320 -0.032 0.015 -0.122 -0.608
C -7.50842 -2.08845 -6.13726 0.027 -0.007 -0.056 -0.595
N -8.32144 -3.15288 -5.85325 -0.017 0.041 0.014 0.013
C -8.53130 -3.21827 -4.50066 0.025 -0.034 -0.023 -0.763
H -7.80098 -1.97460 -2.86070 0.016 -0.040 -0.086 0.300
H -6.56124 -0.60347 -4.84307 -0.073 -0.039 0.040 0.512
H -7.22696 -1.86324 -7.15392 -0.005 -0.001 0.059 0.382
H -8.70497 -3.78733 -6.53168 0.036 0.083 0.068 0.179
H -9.15247 -3.98972 -4.07420 0.048 0.047 0.001 0.383
C -3.73571 0.83108 -7.04723 0.118 0.114 -0.025 -0.817
C -4.08596 -0.32718 -6.30606 0.039 -0.073 0.032 0.135
C -2.98999 -0.68315 -5.56287 0.043 -0.056 0.024 -0.960
N -1.98982 0.21323 -5.82997 -0.080 0.020 -0.004 0.123
C -2.43809 1.14218 -6.72986 0.064 0.033 -0.040 -0.315
H -4.36445 1.37560 -7.73438 0.040 -0.021 0.041 0.376
H -5.03268 -0.84042 -6.31615 0.116 -0.014 -0.010 0.426
H -2.83507 -1.49476 -4.86985 -0.048 0.033 -0.045 0.478
H -1.06891 0.19275 -5.42688 -0.102 0.023 -0.028 0.143
H -1.79629 1.94071 -7.06613 -0.053 -0.041 0.003 0.363
C 9.70982 4.23529 -1.63052 -0.063 0.137 0.031 -0.589
C 9.84405 2.88136 -2.03179 -0.025 -0.142 -0.052 -0.600
C 8.58136 2.35273 -2.11378 -0.053 -0.069 0.001 -0.333
N 7.69019 3.33411 -1.77311 0.048 0.059 -0.064 0.085
C 8.36975 4.48606 -1.48224 -0.046 0.029 0.040 -0.417
H 10.50563 4.94564 -1.46985 -0.052 -0.036 -0.009 0.385
H 10.76265 2.35443 -2.23773 -0.058 0.025 0.009 0.393
H 8.24049 1.36547 -2.38305 0.043 0.038 0.034 0.341
H 6.68984 3.22533 -1.74208 0.151 -0.049 0.081 0.292
H 7.84226 5.38153 -1.19430 0.056 -0.037 -0.001 0.395
```
Positions in Å, forces in eV/Å.

Values from the calculation:
* SMILES: CCSCc1c2c(c(N)c(I)c1P(C)O)N([C@@H](I)[C@@H](C)I)c1cccc([C@H](Br)CC)c1S2.c1cc[nH]c1.c1cc[nH]c1.c1cc[nH]c1.c1cc[nH]c1.c1cc[nH]c1.c1cc[nH]c1.c1cc[nH]c1
* E_LUMO: -0.0183 Ha
* molar mass: 1360.8 g mol⁻¹
* max |F|: 3.92 eV Å⁻¹
* energy: -193612.4964 eV
* multiplicity: 1



Record 3
DFT (ωB97M-V with the def2-TZVPD basis set) results for the molecule C5H7N3 in a non-equilibrium geometry.

Geometry as XYZ:
```
15
Properties=species:S:1:pos:R:3:forces:R:3:mulliken_charge:R:1
C -0.83941 2.46790 -0.71175 0.185 2.354 2.796 -0.645
C -0.14363 1.53554 -1.35436 -3.711 8.846 -9.720 -0.215
C 0.14606 0.50419 -0.67587 1.204 -10.584 2.598 0.275
N -0.11400 0.47699 0.60011 2.087 -2.062 2.125 -0.474
C 0.24217 -0.76059 1.01223 -0.338 -6.558 -1.613 0.331
N 0.09299 -1.50186 2.26202 -0.697 9.445 1.703 -0.571
C 0.50133 -1.62672 -0.08338 -0.534 1.969 -0.431 -0.469
N 0.31738 -0.86382 -1.24358 1.500 3.863 1.595 -0.264
H -0.76646 2.06192 0.41603 -1.165 2.438 -2.138 0.407
H -1.18437 3.54713 -0.99868 0.598 -2.577 0.163 0.276
H -0.21194 1.59957 -2.55691 0.940 -0.501 2.818 0.179
H -0.57513 -0.72735 2.79098 1.965 -3.471 -0.850 0.286
H -0.24333 -2.38965 2.21323 -1.579 -2.585 -0.531 0.222
H 0.47503 -2.67987 -0.28497 0.410 -0.392 0.870 0.363
H 0.99241 -0.91283 -2.03075 -0.863 -0.183 0.614 0.298
```
Positions in Å, forces in eV/Å.

Values from the calculation:
* SMILES: C=Cc1nc(N)c[nH]1
* E_LUMO: 0.0123 Ha
* molar mass: 109.1 g mol⁻¹
* max |F|: 13.66 eV Å⁻¹
* energy: -9764.2487 eV
* multiplicity: 1
* ΔE to the lowest compared entry with this formula, charge and spin: 5.1390 eV



Question: Among the records above, which one has the highest molar mass?
Answer: C50H62BrI3N9OPS2



Question: What is the formula in the third record?
Answer: C5H7N3